Record 1
{
  "formula": "C24H46IN3O6PS",
  "method": "the ωB97M-V functional and the def2-TZVPD basis",
  "species": ["C", "C", "C", "C", "P", "C", "C", "C", "S", "N", "C", "N", "C", "I", "C", "C", "N", "C", "O", "C", "C", "O", "C", "C", "H", "H", "H", "H", "H", "H", "H", "H", "H", "H", "H", "H", "H", "H", "H", "H", "H", "H", "H", "H", "H", "H", "H", "H", "H", "H", "H", "H", "H", "H", "O", "C", "O", "C", "C", "C", "H", "H", "H", "H", "H", "H", "H", "H", "O", "C", "O", "C", "C", "C", "H", "H", "H", "H", "H", "H", "H", "H"],
  "positions_angstrom": [[-0.592, -0.787, 3.595], [0.100, -0.790, 2.461], [0.922, -1.292, 1.177], [0.132, -1.210, -0.226], [-1.574, -2.023, -0.437], [-2.787, -1.585, 0.953], [-2.416, -1.310, -2.022], [1.215, -1.925, -1.247], [0.570, -2.996, -2.623], [2.070, -0.721, -1.625], [0.979, 0.229, -2.063], [0.966, 0.925, -3.203], [-0.200, 1.798, -3.551], [0.428, 3.890, -3.562], [-0.660, 1.400, -5.082], [0.243, 2.093, -6.229], [0.005, 0.091, -0.965], [-0.418, 1.303, -0.217], [0.562, 1.818, 0.719], [-0.074, 2.558, 1.804], [-0.470, 4.088, 1.415], [0.734, 4.908, 1.356], [1.390, 4.820, 0.054], [2.882, 4.152, 0.151], [-0.953, -0.732, 4.697], [1.351, -2.369, 1.296], [1.863, -0.605, 1.106], [-2.701, -2.313, 1.860], [-2.554, -0.532, 1.405], [-3.900, -1.516, 0.611], [-3.546, -1.579, -1.892], [-2.387, -0.150, -2.051], [-2.005, -1.777, -2.986], [2.007, -2.626, -0.756], [0.295, -2.237, -3.766], [2.695, -0.369, -0.882], [1.770, 0.858, -3.862], [-1.146, 1.589, -2.903], [-1.758, 1.745, -5.270], [-0.669, 0.252, -5.250], [1.366, 2.063, -5.932], [-0.110, 3.177, -6.475], [0.151, 1.520, -7.243], [-1.408, 1.018, 0.338], [-0.721, 2.202, -0.902], [-1.055, 2.063, 2.185], [0.605, 2.639, 2.747], [-1.131, 4.161, 0.460], [-1.122, 4.546, 2.269], [1.385, 5.845, -0.468], [0.767, 4.055, -0.569], [2.837, 3.015, 0.400], [3.325, 4.216, -0.926], [3.562, 4.685, 0.916], [-1.500, 1.929, 4.692], [-1.993, 2.850, 5.317], [-2.987, 2.616, 6.192], [-3.489, 3.588, 7.125], [-4.568, 4.442, 6.490], [-1.575, 4.268, 5.052], [-2.677, 4.184, 7.550], [-3.922, 3.022, 7.954], [-4.179, 5.019, 5.648], [-4.989, 5.137, 7.221], [-5.372, 3.812, 6.099], [-2.155, 4.664, 4.218], [-0.515, 4.272, 4.786], [-1.673, 4.921, 5.916], [2.481, -10.385, -2.015], [2.795, -9.214, -2.059], [1.859, -8.256, -1.896], [2.152, -6.862, -1.721], [2.292, -6.165, -3.060], [4.201, -8.808, -2.394], [3.025, -6.719, -1.080], [1.301, -6.435, -1.183], [3.127, -6.569, -3.638], [2.453, -5.093, -2.921], [1.390, -6.311, -3.662], [4.316, -8.769, -3.479], [4.883, -9.559, -1.988], [4.499, -7.858, -1.955]],
  "e_lumo_ev": -3.91,
  "total_charge": 1,
  "e_tot_ev": -70597.9835,
  "spin_multiplicity": 1,
  "orbital_gap_ev": 6.83
}


Record 2
{
  "formula": "CH4N3O",
  "method": "the ωB97M-V functional and the def2-TZVPD basis",
  "species": ["C", "N", "N", "N", "O", "H", "H", "H", "H"],
  "positions_angstrom": [[-1.308, 0.032, 0.240], [2.275, 0.253, 0.105], [-0.666, -1.022, 0.161], [-1.808, 1.073, 0.177], [1.522, 0.717, -0.719], [-0.193, -1.733, 0.705], [-0.528, -1.398, -0.751], [3.334, 0.376, 0.042], [-2.628, 1.703, 0.040]],
  "e_lumo_ev": -4.36,
  "total_charge": 1,
  "e_tot_ev": -7608.0896,
  "relative_energy_kj_mol": 474.6,
  "spin_multiplicity": 1,
  "orbital_gap_ev": 8.88
}


Record 3
{
  "formula": "C4H10O2",
  "method": "the ωB97M-V functional and the def2-TZVPD basis",
  "species": ["C", "O", "C", "C", "O", "C", "H", "H", "H", "H", "H", "H", "H", "H", "H", "H"],
  "positions_angstrom": [[-0.799, -0.353, -2.836], [0.108, -0.395, -1.765], [-0.506, -0.073, -0.543], [0.560, -0.065, 0.539], [0.054, 0.688, 1.614], [0.903, 0.708, 2.735], [-0.234, -0.533, -3.753], [-1.581, -1.122, -2.737], [-1.292, 0.631, -2.906], [-0.964, 0.928, -0.583], [-1.304, -0.795, -0.301], [0.818, -1.091, 0.845], [1.471, 0.402, 0.131], [0.677, -0.115, 3.429], [1.961, 0.637, 2.446], [0.750, 1.659, 3.254]],
  "e_lumo_ev": 1.11,
  "total_charge": 0,
  "e_tot_ev": -8403.8541,
  "smiles": "COCCOC",
  "relative_energy_kj_mol": 163.3,
  "spin_multiplicity": 1,
  "orbital_gap_ev": 10.95
}


Record 4
{
  "formula": "C22H35N5O2",
  "method": "the ωB97M-V functional and the def2-TZVPD basis",
  "species": ["C", "C", "C", "C", "C", "C", "C", "C", "O", "N", "C", "C", "C", "N", "C", "C", "C", "C", "O", "N", "C", "C", "C", "C", "C", "C", "C", "N", "N", "H", "H", "H", "H", "H", "H", "H", "H", "H", "H", "H", "H", "H", "H", "H", "H", "H", "H", "H", "H", "H", "H", "H", "H", "H", "H", "H", "H", "H", "H", "H", "H", "H", "H", "H"],
  "positions_angstrom": [[-5.881, -2.700, -1.944], [-6.101, -1.190, -1.944], [-5.050, -0.495, -2.806], [-6.102, -0.632, -0.506], [-4.801, -0.816, 0.189], [-4.296, -1.857, 0.934], [-2.997, -1.456, 1.311], [-2.062, -2.323, 2.060], [-2.197, -3.539, 2.004], [-1.100, -1.751, 2.818], [-0.777, -0.349, 2.882], [0.398, -0.027, 1.943], [1.285, -1.280, 1.778], [2.624, -1.089, 1.267], [3.524, -0.176, 1.937], [3.550, 1.254, 1.375], [3.765, 1.242, -0.137], [3.616, 2.646, -0.710], [2.891, 3.492, -0.229], [4.340, 2.855, -1.836], [4.299, 4.079, -2.568], [4.354, 4.053, -4.064], [5.527, 4.563, -3.274], [2.709, 0.336, -0.782], [2.800, -1.065, -0.165], [1.316, -2.024, 3.123], [-0.078, -2.599, 3.404], [-2.728, -0.253, 0.816], [-3.817, 0.114, 0.149], [-4.907, -2.944, -1.529], [-6.643, -3.199, -1.349], [-5.930, -3.088, -2.959], [-7.090, -0.981, -2.368], [-5.118, -0.844, -3.834], [-4.049, -0.715, -2.442], [-5.197, 0.584, -2.805], [-6.880, -1.140, 0.067], [-6.344, 0.434, -0.539], [-4.769, -2.780, 1.194], [-0.506, -0.128, 3.920], [-1.648, 0.245, 2.612], [0.010, 0.283, 0.973], [0.972, 0.794, 2.369], [0.791, -1.949, 1.064], [4.534, -0.597, 1.841], [3.277, -0.150, 2.998], [4.355, 1.811, 1.859], [2.617, 1.779, 1.576], [4.763, 0.850, -0.367], [4.919, 2.118, -2.206], [3.653, 4.790, -2.071], [3.752, 4.760, -4.613], [4.453, 3.096, -4.553], [5.734, 5.621, -3.279], [6.413, 3.948, -3.232], [1.720, 0.760, -0.603], [2.865, 0.274, -1.862], [3.798, -1.473, -0.379], [2.062, -1.725, -0.625], [1.613, -1.341, 3.920], [2.049, -2.829, 3.079], [-0.248, -2.687, 4.484], [-0.194, -3.590, 2.958], [-3.837, 1.005, -0.323]],
  "e_lumo_ev": 0.74,
  "total_charge": 0,
  "e_tot_ev": -34927.6955,
  "smiles": "CC(C)Cc1cc(C(=O)N2CCC(N3CCC(C(=O)NC4CC4)CC3)CC2)n[nH]1",
  "relative_energy_kj_mol": 13.9,
  "spin_multiplicity": 1,
  "orbital_gap_ev": 8.66
}


Record 5
{
  "formula": "C18H56N6O10",
  "method": "the ωB97M-V functional and the def2-TZVPD basis",
  "species": ["N", "C", "N", "O", "H", "H", "H", "H", "N", "C", "N", "O", "H", "H", "H", "H", "N", "C", "N", "O", "H", "H", "H", "H", "C", "C", "C", "O", "H", "H", "H", "H", "H", "H", "H", "H", "C", "C", "C", "O", "H", "H", "H", "H", "H", "H", "H", "H", "C", "C", "C", "O", "H", "H", "H", "H", "H", "H", "H", "H", "C", "C", "C", "O", "H", "H", "H", "H", "H", "H", "H", "H", "C", "O", "H", "H", "H", "H", "C", "O", "H", "H", "H", "H", "C", "O", "H", "H", "H", "H"],
  "positions_angstrom": [[30.695, 5.795, 13.753], [30.833, 4.822, 12.899], [31.136, 5.293, 11.732], [31.039, 3.465, 13.224], [30.589, 6.695, 13.325], [30.423, 5.623, 14.718], [31.463, 4.641, 10.979], [31.127, 6.316, 11.503], [31.852, 10.285, 11.606], [31.254, 10.993, 12.497], [29.984, 11.413, 12.306], [32.035, 11.470, 13.561], [32.865, 10.113, 11.632], [31.427, 10.090, 10.718], [29.568, 11.843, 13.078], [29.383, 11.315, 11.417], [33.390, 6.673, 11.229], [33.610, 7.657, 12.014], [33.022, 7.440, 13.195], [34.290, 8.834, 11.729], [33.749, 6.688, 10.252], [32.712, 5.966, 11.519], [33.149, 8.115, 13.906], [32.628, 6.545, 13.433], [34.535, 8.613, 7.283], [33.643, 7.999, 6.209], [34.432, 7.761, 4.913], [33.094, 6.953, 6.514], [34.665, 9.682, 6.916], [35.487, 8.103, 7.491], [33.948, 8.585, 8.154], [32.880, 8.694, 5.933], [33.775, 7.824, 4.063], [35.019, 6.798, 4.902], [35.128, 8.613, 4.772], [32.281, 6.794, 5.993], [33.301, 2.242, 15.986], [32.554, 3.557, 16.289], [33.118, 4.829, 15.524], [31.314, 3.563, 16.051], [33.453, 2.169, 14.879], [32.789, 1.474, 16.447], [34.297, 2.098, 16.409], [32.508, 3.719, 17.424], [32.985, 4.816, 14.445], [34.220, 4.984, 15.682], [32.649, 5.702, 15.856], [31.116, 3.523, 15.114], [30.649, 8.701, 15.670], [29.801, 9.120, 16.822], [30.633, 10.025, 17.813], [28.727, 9.717, 16.461], [30.806, 9.560, 15.057], [30.223, 7.833, 15.194], [31.674, 8.467, 15.777], [29.606, 8.182, 17.295], [31.235, 9.346, 18.361], [30.066, 10.487, 18.680], [31.301, 10.810, 17.324], [28.111, 9.671, 17.168], [34.196, 2.971, 11.614], [33.344, 2.821, 10.297], [32.399, 1.603, 10.149], [32.752, 3.869, 10.067], [35.041, 3.702, 11.519], [34.569, 1.988, 11.876], [33.596, 3.268, 12.427], [34.075, 2.855, 9.505], [31.613, 1.700, 10.849], [32.929, 0.643, 10.369], [31.918, 1.549, 9.260], [33.383, 4.518, 9.966], [31.153, 6.437, 8.523], [29.932, 6.881, 9.110], [31.073, 5.928, 7.638], [31.442, 5.735, 9.316], [31.852, 7.329, 8.486], [30.013, 6.838, 10.038], [29.245, 8.427, 11.959], [30.532, 7.915, 11.727], [29.141, 9.245, 11.242], [29.155, 8.763, 12.990], [28.412, 7.776, 11.769], [31.039, 8.670, 12.062], [35.652, 4.919, 8.035], [34.433, 5.564, 8.416], [36.265, 5.718, 7.506], [35.477, 4.151, 7.288], [36.296, 4.591, 8.866], [34.121, 5.971, 7.585]],
  "e_lumo_ev": 0.09,
  "total_charge": 0,
  "e_tot_ev": -48982.6939,
  "smiles": "NC(N)=O.NC(N)=O.NC(N)=O.CC(C)O.CC(C)O.CC(C)O.CC(C)O.CO.CO.CO",
  "relative_energy_kj_mol": 968.2,
  "spin_multiplicity": 1,
  "orbital_gap_ev": 9.37
}


Record 6
{
  "formula": "C40H51ClN6O5SSeSr",
  "method": "the ωB97M-V functional and the def2-TZVPD basis",
  "species": ["Sr", "C", "C", "C", "C", "C", "C", "C", "C", "C", "C", "H", "H", "H", "H", "H", "H", "H", "H", "H", "H", "H", "H", "H", "H", "H", "C", "C", "C", "C", "C", "C", "C", "C", "N", "C", "C", "C", "C", "N", "C", "C", "C", "C", "C", "C", "C", "C", "H", "H", "H", "H", "H", "H", "H", "H", "H", "H", "H", "H", "H", "H", "H", "H", "H", "H", "H", "H", "H", "H", "H", "H", "C", "C", "O", "O", "H", "H", "H", "Se", "C", "N", "O", "S", "N", "Cl", "C", "C", "C", "C", "N", "C", "H", "H", "H", "H", "N", "C", "C", "O", "O", "H", "H", "H", "H", "H"],
  "positions_angstrom": [[-0.234, 0.957, 0.576], [0.173, -4.681, -1.532], [1.371, -4.037, -1.777], [1.216, -3.278, -2.962], [-0.092, -3.478, -3.457], [-0.740, -4.344, -2.588], [-2.132, -4.885, -2.668], [-0.648, -2.812, -4.679], [2.265, -2.401, -3.550], [2.654, -4.150, -1.018], [-0.176, -5.556, -0.374], [-2.742, -4.513, -1.840], [-2.131, -5.979, -2.610], [-2.617, -4.597, -3.600], [-0.646, -1.726, -4.563], [-1.672, -3.131, -4.862], [-0.064, -3.050, -5.573], [2.542, -1.623, -2.837], [1.916, -1.925, -4.464], [3.175, -2.966, -3.766], [3.149, -3.181, -0.947], [3.343, -4.835, -1.525], [2.490, -4.525, -0.009], [-1.174, -5.319, -0.004], [0.533, -5.411, 0.438], [-0.164, -6.616, -0.647], [-2.052, -2.540, 2.703], [-1.707, -1.495, 3.726], [-1.264, -1.888, 4.979], [-0.984, -0.958, 5.961], [-1.150, 0.388, 5.688], [-1.585, 0.816, 4.446], [-1.774, 2.271, 4.142], [-1.860, -0.131, 3.448], [-2.217, 0.293, 2.172], [-3.450, 0.456, 1.802], [-4.612, 0.212, 2.741], [-3.748, 0.863, 0.456], [-5.207, 1.013, 0.078], [-2.785, 1.052, -0.387], [-3.013, 1.431, -1.706], [-3.132, 2.788, -2.047], [-2.997, 3.840, -0.996], [-3.313, 3.132, -3.378], [-3.373, 2.167, -4.367], [-3.232, 0.834, -4.027], [-3.052, 0.449, -2.708], [-2.865, -0.988, -2.334], [-1.391, -3.399, 2.802], [-1.981, -2.142, 1.693], [-3.076, -2.888, 2.859], [-1.135, -2.944, 5.176], [-0.625, -1.277, 6.930], [-0.929, 1.123, 6.453], [-1.490, 2.890, 4.991], [-2.816, 2.473, 3.891], [-1.163, 2.537, 3.278], [-4.240, -0.091, 3.718], [-5.262, -0.573, 2.355], [-5.215, 1.113, 2.857], [-5.734, 0.070, 0.221], [-5.288, 1.306, -0.965], [-5.699, 1.764, 0.695], [-1.949, 3.864, -0.679], [-3.593, 3.617, -0.112], [-3.270, 4.821, -1.379], [-3.401, 4.177, -3.644], [-3.518, 2.451, -5.401], [-3.252, 0.076, -4.800], [-2.970, -1.638, -3.199], [-3.580, -1.289, -1.568], [-1.865, -1.120, -1.923], [2.389, 1.832, 4.117], [1.435, 0.932, 3.303], [1.322, -0.247, 3.635], [0.840, 1.493, 2.349], [2.939, 1.223, 4.827], [1.813, 2.582, 4.654], [3.079, 2.329, 3.440], [5.565, 2.321, -2.849], [5.948, 1.082, -1.650], [6.228, 0.261, -0.888], [0.477, 5.425, -0.882], [0.989, 4.099, -0.453], [-0.039, 3.067, -0.222], [2.075, -3.844, 3.057], [2.390, -2.470, 2.075], [3.688, -2.045, 1.868], [3.875, -0.914, 1.089], [2.760, -0.292, 0.558], [1.525, -0.726, 0.740], [1.332, -1.784, 1.499], [4.525, -2.569, 2.306], [4.864, -0.540, 0.870], [2.863, 0.600, -0.042], [0.316, -2.106, 1.651], [2.190, 1.770, -4.039], [2.006, 1.355, -2.650], [0.554, 0.952, -2.452], [-0.237, 1.396, -3.410], [0.149, 0.281, -1.539], [3.005, 2.375, -4.105], [0.351, 1.895, -4.031], [2.390, 0.954, -4.612], [2.199, 2.212, -1.995], [2.667, 0.542, -2.329]],
  "e_lumo_ev": 2.84,
  "total_charge": -2,
  "e_tot_ev": -151029.8802,
  "relative_energy_kj_mol": 173.6,
  "spin_multiplicity": 1,
  "orbital_gap_ev": 3.28
}


Record 7
{
  "formula": "C2H3NS2",
  "method": "the ωB97M-V functional and the def2-TZVPD basis",
  "species": ["N", "C", "S", "H", "C", "S", "H", "H"],
  "positions_angstrom": [[2.451, 1.509, -0.155], [2.200, 0.320, -0.131], [1.864, -1.180, 0.025], [2.103, 2.240, 0.391], [-2.159, -0.882, -0.080], [-1.986, 0.697, 0.084], [-1.473, -1.420, -0.583], [-3.000, -1.284, 0.448]],
  "e_lumo_ev": -0.40,
  "total_charge": 0,
  "e_tot_ev": -25281.3952,
  "smiles": "N=C=S.C=S",
  "relative_energy_kj_mol": 113.4,
  "spin_multiplicity": 1,
  "orbital_gap_ev": 8.53
}


Record 8
{
  "formula": "C4H11N2O",
  "method": "the ωB97M-V functional and the def2-TZVPD basis",
  "species": ["N", "C", "N", "C", "C", "C", "O", "H", "H", "H", "H", "H", "H", "H", "H", "H", "H", "H"],
  "positions_angstrom": [[-0.912, 0.301, -3.296], [-0.238, -0.227, -2.031], [0.019, 0.881, -1.032], [1.004, 0.690, 0.103], [0.202, 0.372, 1.403], [0.381, -1.075, 2.101], [-0.409, -1.050, 3.155], [-0.146, 0.800, -3.900], [-1.707, 0.911, -3.226], [0.804, -0.609, -2.211], [-0.867, -1.075, -1.671], [-0.736, 1.337, -0.630], [1.436, 1.700, 0.271], [1.798, -0.020, -0.187], [0.366, 1.213, 2.171], [-0.930, 0.408, 1.279], [0.028, -1.743, 1.270], [1.392, -1.353, 2.438]],
  "e_lumo_ev": 3.81,
  "total_charge": -1,
  "e_tot_ev": -9351.9800,
  "smiles": "NCNCCC[O-]",
  "relative_energy_kj_mol": 242.2,
  "spin_multiplicity": 1,
  "orbital_gap_ev": 5.85
}